# 1
# C8H11GaN2O3S

A structure of composition C8H11GaN2O3S (ωB97M-V with the def2-TZVPD basis set, OMol25).

As for the LUMO energy (alpha / beta): 2.75 / 2.70 eV. For the gap between HOMO and LUMO (alpha / beta), the calculation gives 4.45 / 6.10 eV. As for the multiplicity: 2. Its total charge is -1.

Geometry as XYZ:
```
26
C8H11GaN2O3S | OMol25 | ωB97M-V with the def2-TZVPD basis set
Ga -0.124 0.628 1.296
O 0.511 -0.002 -0.331
N 1.452 -0.967 -0.611
C 1.589 -1.576 -1.825
C 2.628 -2.574 -1.964
C 3.410 -2.860 -0.903
C 3.207 -2.167 0.368
C 2.232 -1.235 0.488
S 1.800 -0.288 1.881
H 0.911 -1.274 -2.607
H 2.745 -3.061 -2.919
H 4.199 -3.595 -0.956
H 3.839 -2.404 1.212
N -1.289 0.971 -0.235
C -2.667 1.330 -0.411
C -2.970 2.487 0.518
C -2.612 2.125 1.962
O -3.458 2.516 2.822
O -1.515 1.517 2.131
H -0.531 1.544 -0.928
H -0.887 -0.095 -0.937
H -3.300 0.471 -0.161
H -2.867 1.602 -1.451
H -4.033 2.746 0.445
H -2.395 3.378 0.236
H 0.124 0.782 2.880
```

Here are the Mulliken charges for atoms 1 to 5, given in e: 0.7558 -0.4135 0.0100 -0.3352 -0.6470

=====

# 2
# C2HNO2S

A cluster of 2 separate species, C2HNO2S in total (ωB97M-V with the def2-TZVPD basis set, OMol25).

As for the LUMO energy: 0.04 eV. For the gap between HOMO and LUMO, the calculation gives 10.71 eV. Its total charge is 0.

Geometry as XYZ:
```
7
C2HNO2S | OMol25 | ωB97M-V with the def2-TZVPD basis set
C 0.302 2.544 -1.415
C -0.243 1.406 1.511
N 0.547 0.612 1.316
O 1.407 2.817 -1.384
O 1.664 -0.130 0.877
S -1.145 2.053 -1.662
H 1.712 -0.229 -0.048
```

Here are the Mulliken charges for atoms 1 to 5, given in e: 0.5485 -0.1807 0.1307 -0.3065 -0.2888

=====

# 3
# H12O6

A cluster of 6 separate species, H12O6 in total (ωB97M-V with the def2-TZVPD basis set, OMol25).

Its SMILES is O.O.O.O.O.O. As for the LUMO energy: -0.10 eV. For the gap between HOMO and LUMO, the calculation gives 10.15 eV. Its total charge is 0.

Geometry as XYZ:
```
18
H12O6 | OMol25 | ωB97M-V with the def2-TZVPD basis set
O -2.350 0.336 1.050
H -2.471 0.595 1.941
H -3.220 0.296 0.630
O 3.067 1.395 -0.477
H 3.340 1.924 0.263
H 2.129 1.121 -0.380
O -1.978 -1.795 -0.500
H -2.219 -1.139 0.154
H -2.722 -2.076 -1.037
O 1.052 -1.363 1.078
H 1.859 -1.563 0.513
H 1.495 -1.057 1.871
O 0.200 1.072 0.030
H 0.324 0.271 0.551
H -0.678 1.262 0.345
O 0.917 0.343 -2.365
H 0.495 0.889 -1.689
H 0.759 -0.510 -1.978
```

Here are the Mulliken charges for atoms 1 to 5, given in e: -0.6854 0.2663 0.3382 -0.6380 0.2898

=====

# 4
# C19H15Br2ClO8Si

A cluster of 3 separate species, C19H15Br2ClO8Si in total (ωB97M-V with the def2-TZVPD basis set, OMol25).

Its SMILES is Cl[Si](Br)(Br)Cc1ccccc1.O=C1C=C(O)C(=O)C=C1O.O=C1C=C(O)C(=O)C=C1O. As for the LUMO energy: -1.62 eV. For the gap between HOMO and LUMO, the calculation gives 7.68 eV. Its total charge is 0.

Geometry as XYZ:
```
46
C19H15Br2ClO8Si | OMol25 | ωB97M-V with the def2-TZVPD basis set
Cl 0.589 -3.220 0.654
Si 1.110 -3.899 -1.198
Br 0.305 -5.942 -1.389
Br 3.296 -4.045 -1.375
C 0.401 -2.669 -2.386
C -1.106 -2.742 -2.447
C -1.744 -3.666 -3.268
C -3.128 -3.740 -3.307
C -3.896 -2.888 -2.529
C -3.271 -1.962 -1.712
C -1.886 -1.893 -1.669
H 0.847 -2.725 -3.381
H 0.677 -1.695 -1.966
H -1.147 -4.343 -3.871
H -3.604 -4.471 -3.950
H -4.977 -2.955 -2.560
H -3.859 -1.292 -1.097
H -1.413 -1.166 -1.013
C 3.361 0.065 3.702
C 3.187 1.329 4.114
C 1.824 1.984 4.161
O 1.790 3.134 4.563
C 0.672 1.224 3.732
C 0.844 -0.041 3.323
C 2.206 -0.703 3.287
O 2.247 -1.852 2.889
O -0.142 -0.821 2.915
O 4.169 2.121 4.513
H 4.332 -0.408 3.662
H -0.297 1.701 3.754
H 0.262 -1.681 2.687
H 3.748 2.970 4.755
C 0.547 2.952 -2.049
C 0.278 2.065 -1.082
C -0.680 2.362 0.051
O -0.852 1.466 0.859
C -1.313 3.660 0.105
C -1.044 4.551 -0.860
C -0.101 4.246 -2.005
O 0.054 5.127 -2.830
O -1.564 5.764 -0.912
O 0.808 0.853 -1.012
H 1.229 2.745 -2.862
H -1.986 3.870 0.924
H -1.197 6.184 -1.716
H 0.423 0.446 -0.207
```

Here are the Mulliken charges for atoms 1 to 5, given in e: -0.1083 0.5947 -0.2328 -0.2723 -0.7863

=====

For the records above, the corresponding strongest force on any atom values read 7.32; 7.09; 2.05; 0.43 eV/Å.